Entry 1:
49
Properties=species:S:1:pos:R:3:forces:R:3:nbo_charge:R:1 method="wB97M-V/def2-TZVPD" relative_energy_ev=1.0781 homo_ev=-8.29 max_force_ev_per_a=0.89 smiles="C[C@@H]1CCCCN1CCCNC(=O)c1c(O)nc2ccccn2c1=O" e_lumo_ev=-0.29 homo_lumo_gap_ev=8.00
C -3.231 -1.996 0.979 -0.059 0.358 -0.045 -0.64
C -3.848 -0.595 0.841 -0.274 -0.168 0.241 -0.03
C -5.266 -0.655 0.260 0.120 -0.109 0.057 -0.40
C -5.258 -1.005 -1.224 -0.040 0.230 0.042 -0.40
C -4.377 -0.005 -1.961 0.158 -0.238 -0.024 -0.40
C -2.982 0.018 -1.344 -0.142 0.176 -0.182 -0.22
N -3.061 0.354 0.065 0.030 0.013 0.018 -0.46
C -1.770 0.670 0.647 -0.051 0.341 -0.173 -0.22
C -1.350 2.104 0.303 0.203 -0.166 0.290 -0.41
C -0.176 2.579 1.161 -0.200 0.337 -0.247 -0.22
N 1.007 1.787 0.933 -0.191 -0.247 0.133 -0.60
C 2.105 2.257 0.338 0.040 -0.416 0.175 0.68
O 2.224 3.447 0.002 0.091 0.287 -0.140 -0.69
C 3.202 1.291 0.110 0.030 0.201 -0.081 -0.43
C 4.401 1.764 -0.466 -0.006 -0.551 0.116 0.63
O 4.560 3.016 -0.800 -0.205 0.175 0.042 -0.63
N 5.443 0.959 -0.701 0.210 0.660 -0.217 -0.53
C 5.360 -0.310 -0.401 -0.216 0.087 0.058 0.43
C 6.469 -1.162 -0.651 0.092 -0.475 0.064 -0.23
C 6.413 -2.487 -0.353 0.010 0.417 -0.090 -0.14
C 5.235 -3.024 0.212 -0.319 0.143 0.091 -0.28
C 4.183 -2.202 0.447 -0.011 -0.868 0.185 0.06
N 4.232 -0.876 0.152 0.387 0.240 -0.191 -0.39
C 3.073 -0.080 0.440 -0.182 0.365 -0.019 0.65
O 2.102 -0.649 0.930 0.008 -0.176 0.047 -0.66
H -2.240 -1.932 1.422 0.116 -0.062 0.040 0.21
H -3.145 -2.492 0.016 0.042 -0.125 -0.080 0.20
H -3.856 -2.608 1.624 -0.040 -0.104 0.068 0.21
H -3.924 -0.171 1.852 0.003 -0.048 -0.111 0.19
H -5.855 -1.382 0.821 -0.039 0.017 0.055 0.20
H -5.727 0.327 0.384 -0.045 0.025 0.051 0.21
H -4.875 -2.017 -1.372 -0.023 -0.077 -0.055 0.19
H -6.276 -0.976 -1.617 0.006 -0.083 -0.011 0.21
H -4.304 -0.261 -3.020 -0.006 0.044 -0.035 0.21
H -4.813 0.991 -1.875 -0.001 0.071 -0.047 0.20
H -2.482 -0.952 -1.514 0.030 0.043 -0.019 0.16
H -2.384 0.786 -1.840 0.043 -0.085 -0.008 0.20
H -0.989 -0.036 0.322 -0.013 -0.034 0.105 0.17
H -1.864 0.595 1.734 0.026 -0.059 0.034 0.19
H -1.068 2.177 -0.748 -0.006 0.065 -0.057 0.20
H -2.202 2.762 0.471 -0.049 0.003 -0.007 0.22
H 0.076 3.613 0.913 -0.076 -0.128 0.152 0.24
H -0.442 2.520 2.221 0.002 0.074 -0.053 0.19
H 0.982 0.795 1.150 0.209 0.118 -0.093 0.44
H 3.688 3.491 -0.570 0.190 -0.298 -0.014 0.52
H 7.338 -0.696 -1.082 0.064 0.059 -0.038 0.24
H 7.256 -3.133 -0.543 0.111 -0.017 -0.039 0.23
H 5.168 -4.071 0.456 -0.087 -0.066 0.048 0.23
H 3.245 -2.527 0.876 0.060 0.054 -0.035 0.26

=====

Entry 2:
49
Properties=species:S:1:pos:R:3:forces:R:3:nbo_charge:R:1 method="wB97M-V/def2-TZVPD" relative_energy_ev=1.4007 homo_ev=-8.36 max_force_ev_per_a=0.49 smiles="NC(=O)CN1CCN([C@@H]2CC(=O)N(CCc3ccccc3)C2=O)CC1" e_lumo_ev=0.71 homo_lumo_gap_ev=9.07
N -3.217 -0.597 2.079 -0.165 0.163 0.357 -0.81
C -2.578 -1.459 1.261 -0.483 -0.084 -0.057 0.66
O -1.459 -1.864 1.503 0.397 -0.207 -0.020 -0.64
C -3.372 -1.899 0.023 0.090 -0.108 -0.165 -0.31
N -3.166 -1.152 -1.204 -0.053 -0.066 0.160 -0.43
C -3.719 0.181 -1.284 0.035 0.324 -0.006 -0.22
C -2.834 1.273 -0.672 -0.306 -0.117 0.048 -0.26
N -1.501 1.233 -1.263 0.001 0.073 -0.113 -0.43
C -0.649 2.275 -0.696 -0.202 0.077 -0.258 -0.14
C 0.655 2.465 -1.468 -0.050 0.002 -0.013 -0.51
C 1.751 2.006 -0.529 -0.034 0.252 -0.386 0.71
O 2.929 1.949 -0.750 0.176 0.023 -0.054 -0.56
N 1.166 1.708 0.688 0.170 -0.147 0.388 -0.48
C 1.923 1.258 1.840 0.052 -0.149 0.278 -0.22
C 1.863 -0.265 2.010 0.026 0.174 -0.028 -0.45
C 2.436 -1.005 0.830 -0.025 -0.060 0.082 0.06
C 3.738 -0.772 0.402 -0.018 -0.094 -0.004 -0.23
C 4.244 -1.435 -0.700 0.112 0.026 0.017 -0.20
C 3.459 -2.346 -1.387 0.007 -0.072 -0.102 -0.22
C 2.171 -2.603 -0.952 -0.002 -0.066 -0.109 -0.21
C 1.663 -1.938 0.151 0.008 0.019 0.034 -0.25
C -0.189 1.917 0.721 -0.120 0.206 -0.164 0.71
O -0.881 1.796 1.703 -0.055 -0.064 0.198 -0.60
C -0.913 -0.097 -1.120 -0.045 -0.135 -0.162 -0.28
C -1.825 -1.153 -1.747 0.290 0.068 0.022 -0.22
H -2.703 -0.186 2.844 0.022 0.007 -0.084 0.41
H -4.122 -0.221 1.859 0.052 -0.051 -0.035 0.39
H -3.085 -2.934 -0.187 -0.042 0.078 0.181 0.22
H -4.442 -1.873 0.249 0.017 -0.047 0.008 0.20
H -4.704 0.196 -0.813 -0.033 0.012 -0.029 0.19
H -3.845 0.401 -2.350 -0.080 0.079 0.034 0.20
H -3.272 2.250 -0.894 -0.017 -0.011 0.052 0.20
H -2.787 1.155 0.419 -0.044 0.089 -0.159 0.20
H -1.243 3.194 -0.666 0.105 -0.096 0.088 0.23
H 0.677 1.892 -2.394 0.027 -0.013 0.024 0.25
H 0.832 3.510 -1.725 0.040 -0.036 0.027 0.25
H 1.498 1.745 2.722 0.095 -0.010 -0.102 0.22
H 2.951 1.592 1.690 -0.114 0.021 0.048 0.23
H 2.426 -0.517 2.913 -0.056 0.005 0.051 0.22
H 0.827 -0.572 2.161 0.010 0.005 0.075 0.24
H 4.363 -0.068 0.930 0.050 0.120 0.033 0.21
H 5.255 -1.237 -1.027 0.082 0.020 -0.032 0.21
H 3.854 -2.859 -2.252 0.033 -0.038 -0.061 0.21
H 1.557 -3.324 -1.474 -0.048 -0.073 -0.039 0.21
H 0.664 -2.153 0.498 -0.152 0.010 0.051 0.24
H 0.054 -0.119 -1.627 0.032 -0.034 0.020 0.21
H -0.747 -0.349 -0.067 0.081 -0.023 -0.043 0.20
H -1.380 -2.139 -1.606 0.025 -0.033 -0.043 0.21
H -1.914 -0.955 -2.820 0.108 -0.022 -0.004 0.20

=====

Entry 3:
52
Properties=species:S:1:pos:R:3:forces:R:3:nbo_charge:R:1 method="wB97M-V/def2-TZVPD" relative_energy_ev=16.2374 homo_ev=-9.29 max_force_ev_per_a=11.13 smiles="O=[N+]([O-])c1ccccc1.O=[N+]([O-])c1ccccc1.CN(C)C=O.CN(C)C=O" e_lumo_ev=-1.17 homo_lumo_gap_ev=8.12
O 46.067 35.436 48.180 3.370 2.296 -0.185 -0.43
N 46.944 36.384 47.977 -3.757 -2.210 -1.058 0.46
O 46.622 37.540 48.072 0.499 0.528 0.460 -0.34
C 48.215 36.063 47.360 3.552 -1.473 -1.595 0.04
C 48.661 34.525 47.551 4.682 5.731 -3.470 -0.17
C 50.034 34.235 46.967 -3.883 4.789 0.285 -0.21
C 50.867 35.439 46.219 -5.735 -2.609 3.376 -0.15
C 50.371 36.724 46.117 -7.838 -6.015 5.122 -0.19
C 48.972 37.135 46.566 2.849 -9.953 3.439 -0.11
H 47.984 33.897 48.070 -0.274 -0.657 0.279 0.25
H 50.243 33.191 47.064 1.086 -0.277 -0.415 0.22
H 51.589 35.093 45.593 2.615 -0.635 -1.187 0.22
H 50.865 37.348 45.646 4.680 6.041 -4.619 0.19
H 48.593 38.031 46.459 -1.833 4.454 -0.533 0.21
O 53.322 37.454 47.926 -0.854 1.277 -0.059 -0.36
N 52.487 38.336 48.136 0.357 0.136 -0.267 0.51
O 52.448 39.443 47.540 -0.107 -2.477 1.533 -0.39
C 51.459 37.977 49.189 -3.634 3.641 0.407 0.02
C 51.123 36.605 49.429 -0.960 -1.436 1.438 -0.24
C 50.016 36.302 50.378 -0.048 4.107 0.294 -0.18
C 49.136 37.484 51.036 6.997 -3.341 -5.917 -0.17
C 49.446 38.744 50.663 0.456 3.210 -0.587 -0.22
C 50.584 39.163 49.677 -0.142 -3.282 1.887 -0.17
H 51.778 35.739 48.891 -1.824 2.364 1.598 0.29
H 49.736 35.346 50.835 0.584 0.002 -0.951 0.23
H 48.539 37.254 51.793 -2.814 -0.992 2.802 0.21
H 48.685 39.453 51.273 2.396 -0.615 -2.011 0.23
H 50.840 40.296 49.569 -0.431 -2.595 -0.154 0.27
C 52.886 41.897 39.771 0.428 -1.928 3.036 -0.41
N 51.860 40.937 39.360 -0.689 0.182 1.308 -0.42
C 50.853 41.254 38.283 0.364 -4.621 2.672 -0.39
C 51.749 39.759 40.015 -3.117 -5.027 -2.358 0.49
O 50.938 38.787 39.609 3.088 4.562 1.859 -0.66
H 53.823 41.782 39.313 1.138 -0.425 -1.142 0.20
H 53.178 41.960 40.895 -0.869 -1.240 -1.393 0.21
H 52.626 42.872 39.727 -1.489 3.117 -1.152 0.21
H 49.924 41.705 38.530 -0.927 -0.256 1.027 0.21
H 50.806 40.329 37.691 -0.740 0.289 0.379 0.24
H 51.296 41.892 37.714 2.956 4.184 -3.669 0.19
H 52.420 39.429 40.846 -0.120 1.184 -0.542 0.16
C 51.725 39.617 43.771 -2.719 2.360 -0.603 -0.46
N 52.123 38.222 43.587 2.105 1.440 1.397 -0.45
C 53.439 37.934 44.176 -1.122 -0.330 -3.778 -0.40
C 51.536 37.410 42.657 3.073 -0.433 2.069 0.53
O 51.902 36.302 42.387 0.457 -1.179 -0.001 -0.59
H 52.021 40.335 42.984 0.035 -0.870 -0.725 0.18
H 51.965 40.435 44.585 0.123 -3.116 -0.087 0.25
H 50.590 39.590 43.735 1.188 0.433 0.045 0.21
H 54.263 38.454 43.727 0.321 0.361 -0.697 0.19
H 53.609 36.914 44.163 0.427 -2.100 -0.302 0.22
H 53.384 38.214 45.113 -0.097 1.491 4.943 0.20
H 50.800 37.884 42.189 -3.805 1.918 -2.195 0.13